# C30H22F9N6O4ReS2

A molecular structure, C30H22F9N6O4ReS2 in a non-equilibrium geometry (ωB97M-V with the def2-TZVPD basis set, the Open Molecules 2025 dataset).

```
74
Properties=species:S:1:pos:R:3:forces:R:3
F -0.935188 -3.197331 2.558368 0.20 0.21 0.17
C -1.239038 -1.114199 1.427693 -2.13 -0.19 0.54
N 1.219274 3.255424 -3.304477 0.84 -2.20 1.64
H 1.014398 -4.798897 1.044582 -0.02 0.00 0.14
H 2.181351 -7.115370 -2.348694 0.02 -0.11 -0.04
C -2.996479 -1.243633 -4.107629 -0.06 0.08 -0.06
H -3.962961 -1.451823 -3.675717 -0.11 -0.01 0.05
C 1.456865 -4.859810 0.063328 0.01 -0.14 0.00
C -1.629886 -0.031821 -5.665561 -0.03 0.09 -0.02
C 1.944478 -3.717907 -0.543064 0.07 0.03 -0.14
N 1.306824 1.703612 -1.471517 -0.21 -1.15 1.30
H 3.027586 -5.085747 -3.448072 0.02 0.00 -0.12
F -2.882831 -2.844318 1.710567 -0.03 0.24 -0.02
H 3.513518 -2.764694 -3.424578 0.03 0.07 -0.05
N -2.925231 4.474722 6.224269 -1.11 -0.27 0.53
N 0.502239 5.372022 -4.266666 -0.05 0.25 -0.06
C -2.144634 -0.522238 0.301276 -0.54 -0.28 -0.30
H -1.532439 0.700866 -6.450994 0.01 0.10 -0.08
H 1.142339 -2.813292 -4.659784 0.18 -0.07 0.02
C -0.520525 -0.736723 -5.240346 -0.05 -0.15 0.13
C 0.485028 4.233040 1.834584 0.11 -0.33 -0.03
H -3.774497 5.766055 4.886013 -0.08 0.05 -0.05
C -0.641167 -1.702766 -4.243055 -0.18 0.17 -0.14
H 1.883740 -2.765968 -0.031777 0.05 -0.04 0.04
S 1.696658 -1.314263 -2.894705 0.63 -1.39 -0.83
C -1.576602 -2.632663 1.541229 -0.10 -0.64 -0.12
O 0.059345 -0.937517 1.179034 2.52 1.62 -1.83
H -3.736008 0.274099 -5.423695 -0.08 0.04 -0.04
C 0.944062 4.008696 3.128057 0.07 0.11 0.05
C -1.617150 -0.407442 2.769695 -0.04 0.56 0.57
C 0.570145 -2.457155 -3.804243 0.18 0.53 0.27
F -3.416665 -0.378719 0.627446 0.18 0.00 0.16
F -1.684909 0.715575 -0.044066 0.70 0.30 -0.16
H 1.521039 0.699035 2.794767 0.03 0.07 -0.07
H 3.692471 -2.001515 -1.828754 0.01 0.01 -0.18
C -1.642875 5.621094 4.599086 -0.17 -0.04 0.15
N 0.818989 1.931111 1.287270 -0.18 0.46 0.31
N 3.926466 0.244586 -0.171458 3.32 -0.18 -1.80
H 0.292841 3.650855 6.558622 0.15 -0.04 0.05
C 2.575431 -5.020769 -2.468579 0.04 0.27 0.11
C 1.215398 2.520767 -2.330351 -0.05 1.49 -2.18
C 1.291240 2.713552 3.496261 -0.05 0.00 -0.34
H 0.195204 5.219688 1.508495 -0.06 0.04 -0.01
C -2.869412 -0.277076 -5.092796 0.00 -0.06 0.05
C 0.835284 4.384185 -3.779244 -0.67 1.30 -0.62
F -1.213021 -3.275783 0.431646 0.23 0.07 -0.08
C 2.503326 -3.788804 -1.819216 -0.19 -0.23 0.10
O 0.923729 -1.103591 -1.602388 -0.80 0.88 1.32
H -1.995370 -2.721079 -2.929670 0.03 -0.09 0.10
F -2.072138 -1.242744 -0.811186 0.04 -0.03 0.04
H 1.185556 -6.977685 -0.095368 -0.07 -0.08 0.03
O 3.678229 0.190398 -1.354846 -0.64 0.04 0.57
C 0.414436 3.168943 0.962400 -0.24 0.42 -0.14
C -1.842528 3.894314 6.691956 0.62 -0.02 -0.11
H -1.594149 6.316784 3.777488 0.01 0.09 -0.09
C 2.108119 -6.163566 -1.846826 -0.10 -0.06 0.07
H 0.027134 3.312512 -0.038545 0.07 -0.04 0.10
C -0.582584 4.128383 6.151374 -0.13 0.00 0.10
C 3.016803 -2.559415 -2.476299 -0.19 0.59 0.00
F -2.834113 -0.665923 3.225559 0.04 -0.24 -0.23
F -1.536021 0.929426 2.597223 -0.07 0.03 -0.21
S 1.072158 5.366666 4.273291 -0.27 -0.23 0.22
F -0.745218 -0.708518 3.726056 0.24 -0.27 -0.04
C 1.227658 1.712644 2.546777 0.37 -0.16 0.40
C -1.887899 -1.955854 -3.683489 0.21 -0.01 -0.07
Re 0.901719 0.419949 -0.119062 0.85 -1.93 0.99
H 0.444966 -0.561043 -5.693565 0.10 0.07 -0.09
C 1.541633 -6.084082 -0.583663 0.05 0.03 -0.01
H 1.642144 2.493312 4.493475 0.00 -0.04 0.00
C -0.502265 5.007984 5.087390 0.37 0.20 -0.30
H -1.977632 3.223020 7.528365 0.05 -0.08 0.08
H 0.327223 -3.280835 -3.136828 0.14 -0.03 0.08
O 3.034165 0.314511 0.660024 -4.48 0.04 0.59
C -2.849776 5.314746 5.217107 0.44 0.29 -0.43
```
Forces are in eV/Å.

Properties
Net charge: +1
LUMO (alpha / beta) (eV): -6.0460 / -5.6433
Energy relative to the best compared isomer or geometry (same formula, charge and spin) (kJ/mol): 182.5
Largest force on an atom (Eh/bohr): 0.0879
Highest occupied orbital energy (alpha / beta) (eV): -11.79 / -11.78
Spin multiplicity: 2
Frontier orbital gap (alpha / beta) (eV): 5.744 / 6.141

---

# C30H23BrF3HfN4O6

A molecular structure, C30H23BrF3HfN4O6 in a non-equilibrium geometry (ωB97M-V with the def2-TZVPD basis set, the Open Molecules 2025 dataset).

```
68
Properties=species:S:1:pos:R:3:forces:R:3
C 0.679118 0.700741 2.659432 0.13 1.53 4.69
C -0.898232 3.106101 0.111975 -0.66 0.39 -0.22
C 5.908356 -6.766759 1.180085 0.28 0.16 -0.03
H 4.670477 0.467561 -0.246840 -0.22 -0.18 0.01
C 7.879176 -5.461177 0.690914 -0.20 -0.27 0.08
C -5.180843 1.004573 -5.646881 0.16 0.15 0.33
N -1.404660 1.026661 1.340273 -1.01 0.19 0.47
H -4.387563 -0.874456 -6.376552 -0.02 0.18 0.14
C 6.504071 -5.521290 0.945049 1.35 -1.55 0.18
H -1.712002 3.189280 -0.614494 0.03 -0.01 -0.02
C 2.267063 -1.887133 0.078359 0.31 -1.18 0.14
C -2.712755 0.473732 0.948035 -0.67 -0.27 0.20
C -0.838859 0.379376 2.541539 0.06 0.40 0.75
H 4.843290 -6.815793 1.392012 0.16 0.00 -0.02
C -3.405549 -0.259127 -4.561957 -0.66 0.00 -0.80
H 0.707302 2.384035 -0.890615 6.70 2.90 -5.40
C 8.645475 -6.629365 0.650132 -0.31 0.12 0.06
Br 9.066886 -9.445437 0.815204 0.05 -0.07 0.00
C 6.668185 -7.938525 1.138831 0.02 0.35 -0.03
H 9.710210 -6.563163 0.445237 -0.18 -0.09 0.03
C -3.317561 0.708791 -3.556031 0.54 -0.09 0.63
C -2.368124 0.558570 -2.490247 -2.29 0.57 -2.37
C -4.330546 -0.112112 -5.599839 0.06 0.13 0.20
H -0.707141 2.831755 2.212924 -0.03 -0.47 -0.01
C 2.448846 -4.302674 0.135108 -0.74 -0.36 0.08
C -5.086311 1.971114 -4.633831 0.11 -0.13 -0.01
O 1.051589 1.100054 3.813002 -0.71 -0.98 -2.75
C -2.649086 -1.008427 0.455479 -4.71 -0.58 0.94
H -0.909459 -0.712274 2.484494 -0.34 -0.03 -0.24
C 0.364476 -3.207685 0.294620 -0.61 1.54 0.22
C -4.161015 1.824182 -3.595676 -0.57 0.06 -0.72
C 1.070735 -4.388677 0.260929 1.62 -0.16 -0.15
H -2.377175 2.906117 1.711288 -0.01 -0.24 -0.17
C 2.814456 -0.594424 -0.031938 1.85 1.42 -0.94
C 4.485506 -2.913872 -0.070935 -0.07 1.85 -0.37
H 0.250915 -0.554712 -1.864975 0.69 0.18 0.66
O -3.769334 -1.617148 0.543005 3.37 1.35 -0.35
H -1.375552 0.699036 3.442974 0.20 -0.11 -0.09
F -5.571736 1.189029 -7.995808 -0.18 -0.09 0.40
H -5.734608 2.846876 -4.647241 0.12 -0.25 -0.06
H -0.715461 -3.194485 0.393185 0.26 -0.08 -0.06
H -3.426787 0.557116 1.776616 0.09 -0.20 0.01
O -1.557665 -1.443223 -0.009436 -0.11 -0.49 1.10
H 6.112444 -1.519762 -0.286264 -0.02 -0.09 -0.01
F -7.054192 0.109405 -6.827326 0.35 0.31 -0.02
H -4.104443 2.586080 -2.819772 0.06 -0.25 -0.15
C 8.034203 -7.862718 0.872096 -0.33 0.55 0.02
C 4.216696 -0.519238 -0.158813 0.24 0.16 0.15
C -6.174856 1.147573 -6.775846 -0.09 0.08 0.01
N 5.734289 -4.349160 1.008754 -0.66 0.32 -1.27
H 3.033504 -5.216551 0.104099 0.06 0.15 -0.02
O 2.096350 0.464033 -0.026017 2.70 -1.12 -7.62
H 8.346879 -4.494883 0.519887 -0.07 -0.16 0.02
N 0.932372 -1.991089 0.207365 -0.22 -2.12 0.27
C 3.085733 -3.045886 0.047185 0.45 -0.48 -0.07
H -3.116061 1.042954 0.101261 0.24 -0.12 0.22
O 0.053843 2.214785 -0.379809 -5.59 -2.77 5.55
H 6.185763 -8.895574 1.315816 0.15 0.13 -0.05
N 5.333897 -4.043230 -0.137560 0.11 -0.67 1.38
H -0.454293 4.091553 0.277999 -0.11 -0.06 0.07
O 1.376164 0.552333 1.615334 -3.92 0.32 6.74
H 0.566379 -5.342851 0.330533 -0.02 0.08 -0.01
C -1.578771 0.433796 -1.603924 1.66 0.77 1.61
H -2.756096 -1.132911 -4.545461 -0.12 0.28 0.12
C -1.399900 2.494135 1.432100 0.64 0.62 0.04
Hf 0.000000 0.000000 0.000000 1.05 -0.59 -3.75
F -6.932821 2.276187 -6.694728 0.42 -0.48 0.08
C 5.040861 -1.643719 -0.180964 -0.80 -0.44 0.16
```
Forces are in eV/Å.

Properties
Net charge: -1
LUMO (eV): 1.9882
Energy relative to the best compared isomer or geometry (same formula, charge and spin) (kJ/mol): 0.0
Largest force on an atom (Eh/bohr): 0.1766
Highest occupied orbital energy (eV): -4.24
Frontier orbital gap (eV): 6.231

---

# C30H23Cl2N3O2Sr

A molecular structure, C30H23Cl2N3O2Sr in a non-equilibrium geometry (ωB97M-V with the def2-TZVPD basis set, the Open Molecules 2025 dataset).

```
61
Properties=species:S:1:pos:R:3:forces:R:3
H -2.489643 -3.425226 -0.330184 -0.01 0.02 -0.04
Sr -0.496643 -0.148026 0.064816 0.54 -1.20 1.75
H 1.164657 -5.913226 1.996416 0.00 -0.08 -0.01
C 3.182457 0.520674 -2.912584 -0.11 0.20 -0.30
C 1.975457 0.600974 -2.233084 0.20 -0.06 -0.05
C -3.728543 1.040774 -4.838684 0.11 -0.13 0.10
C -2.178143 -1.446126 -2.582084 -0.19 -0.68 -0.40
H -2.449743 -2.310926 -3.226584 -0.01 0.11 0.13
N -0.442743 -2.435626 1.673716 -0.01 0.33 -0.01
N 0.876657 -0.192126 2.251316 0.22 -0.10 0.33
H -3.162543 -4.072726 1.158716 -0.10 -0.03 0.12
C 0.772357 -2.567226 2.211916 0.13 -0.92 -0.10
C -2.621243 -0.187026 -3.083784 0.07 0.77 0.20
H -3.515543 3.179474 -4.777784 0.01 0.11 0.02
C -2.217943 1.024274 -2.422184 -0.66 0.00 -1.10
Cl -4.659843 1.101974 -6.298884 -0.15 -0.05 -0.15
H 3.017757 -2.268426 3.788616 0.01 -0.07 0.02
H 1.187057 1.208374 -2.663384 -0.10 0.12 -0.12
H 3.310857 1.053174 -3.845084 0.05 0.07 -0.14
C -2.688843 2.908674 1.051316 -0.11 -0.05 -0.16
C 4.217657 -0.245326 -2.410584 0.16 -0.02 -0.05
C 0.706457 -4.938726 1.914016 -0.18 0.15 -0.09
H 2.945457 1.987274 3.732616 0.02 0.10 0.01
H 4.004457 -0.118326 4.479116 0.07 0.01 0.02
H 2.408157 3.490274 2.350116 0.06 0.02 0.03
H -1.114543 -5.648726 1.035716 -0.12 -0.07 -0.05
H 5.154357 -0.326026 -2.945284 0.07 0.02 -0.03
C -2.546943 2.230274 -3.132684 0.03 -0.15 0.09
C -3.391643 -0.153226 -4.264884 0.08 0.14 0.05
H -1.298743 5.241474 1.142716 -0.07 0.02 -0.06
C 2.545257 1.038674 3.417116 -0.14 -0.07 -0.07
C -0.558443 -4.790126 1.375916 0.23 0.05 0.13
O -1.527243 -1.669326 -1.566984 -0.09 -0.20 -0.12
C -3.282743 2.249574 -4.282984 0.09 -0.23 0.11
C -1.263543 3.109474 1.434416 -0.09 0.54 -0.03
H 2.718757 -1.360426 0.389716 0.08 -0.12 0.10
H -3.110043 2.057374 1.578016 -0.07 -0.03 0.12
C 1.383357 -3.812926 2.350916 -0.10 0.27 -0.01
H 4.825457 -1.517926 -0.800484 0.17 -0.07 0.02
H -2.737843 2.697774 -0.015284 -0.03 -0.01 -0.05
H -2.853043 -2.329426 1.000716 -0.10 0.04 0.02
H -3.717043 -1.081126 -4.714084 0.04 -0.08 -0.06
C 3.134757 -0.138626 3.839516 -0.17 0.01 -0.10
C 1.359357 3.411174 2.114316 -0.12 -0.18 0.00
C 2.819157 -0.818526 -0.547084 0.17 0.05 -0.15
C 4.031157 -0.912026 -1.214984 0.19 -0.27 0.21
C -0.698843 4.385974 1.413216 0.14 -0.09 0.08
C 0.634957 4.530674 1.738416 -0.05 -0.14 -0.01
N -0.562543 2.040674 1.784316 -0.04 -0.37 0.03
H -3.274543 3.802474 1.246216 -0.10 0.03 0.07
C 0.712257 2.179274 2.151016 0.18 0.90 -0.16
C 2.579257 -1.343326 3.454116 -0.24 0.02 -0.13
H 1.112557 5.498474 1.706216 0.02 0.09 -0.02
C -1.108243 -3.510926 1.282916 -0.06 -0.57 0.03
O -1.614943 1.056374 -1.320784 -0.92 1.28 -0.97
C -2.490043 -3.322426 0.752716 -0.07 -0.05 -0.17
C 1.407757 0.968874 2.611616 0.57 -0.31 0.39
C 1.746857 -0.070626 -1.030584 -0.11 0.12 0.25
Cl -1.938343 3.696074 -2.457984 0.02 0.36 0.02
C 1.435657 -1.330026 2.649616 0.56 0.45 0.47
H 2.370357 -3.905726 2.776816 0.01 0.00 -0.03
```
Forces are in eV/Å.

Properties
Net charge: 0
LUMO (eV): -0.3719
Largest force on an atom (Eh/bohr): 0.0426
Highest occupied orbital energy (eV): -6.66
Frontier orbital gap (eV): 6.293

---

Look up the largest force on an atom of the second one.
0.1766 Eh/bohr

---

Among the records above, which one has the highest net charge?
C30H22F9N6O4ReS2

---

Which value of net charge does entry 1 give?
+1

---

What is the formula in the second record?
C30H23BrF3HfN4O6